[1]
Molecular formula: C49H36AsF4N6O2S5SiTeV
Method: DFT, ωB97M-V/def2-TZVPD

Last column: Mulliken spin population.
CARTESIAN COORDINATES (ANGSTROEM)
V1 -1.429 0.012 1.129  2.03
C1 0.878 6.938 0.975  0.00
C2 0.508 5.477 1.111  0.00
C3 0.416 4.894 2.355  0.00
C4 0.199 3.502 2.565  -0.02
C5 0.450 3.069 3.995  0.00
O1 1.474 3.506 4.488  0.00
C6 -0.569 2.282 4.828  -0.01
C7 -0.318 1.964 6.156  0.00
C8 -1.352 1.534 6.978  0.00
C9 -2.658 1.408 6.488  0.00
C10 -2.926 1.695 5.145  0.00
C11 -1.887 2.126 4.326  0.01
C12 0.111 2.635 1.450  0.01
O2 -0.105 1.302 1.579  0.00
C13 0.256 3.224 0.203  -0.03
C14 0.465 4.587 0.039  0.00
C15 0.150 2.441 -1.103  0.02
N1 1.076 1.711 -1.582  0.00
C16 2.323 1.551 -0.845  0.00
C17 3.435 1.700 -1.905  0.00
Te1 5.359 1.358 -0.920  0.00
C18 4.962 2.639 0.709  0.00
C19 4.657 2.031 1.911  0.00
C20 4.335 2.794 3.028  0.00
C21 4.246 4.149 2.938  0.00
C22 4.422 4.751 1.693  0.00
C23 4.798 4.022 0.588  0.00
C24 -1.044 2.674 -1.962  0.00
C25 -1.126 2.119 -3.242  0.00
C26 -2.240 2.343 -4.058  0.00
C27 -3.351 3.001 -3.571  0.00
C28 -3.328 3.493 -2.266  0.00
C29 -2.162 3.334 -1.482  0.00
H1 1.383 7.240 1.910  0.00
H2 0.082 7.656 0.771  0.00
H3 1.569 7.062 0.163  0.00
H4 0.521 5.508 3.240  0.00
H5 0.690 2.101 6.504  0.00
H6 -1.157 1.373 8.017  0.00
H7 -3.480 1.074 7.124  0.00
H8 -3.936 1.600 4.767  0.00
H9 -2.092 2.460 3.308  0.00
H10 0.467 4.996 -0.938  0.00
H11 2.480 0.526 -0.477  0.00
H12 2.523 2.249 -0.030  0.00
H13 3.466 2.687 -2.404  0.00
H14 3.395 0.909 -2.642  0.00
H15 4.606 0.980 2.062  0.00
H16 4.155 2.299 3.970  0.00
H17 3.888 4.708 3.846  0.00
H18 4.265 5.811 1.630  0.00
H19 4.966 4.568 -0.319  0.00
H20 -0.326 1.512 -3.600  0.00
H21 -2.319 1.848 -5.015  0.00
H22 -4.240 3.031 -4.158  0.00
H23 -4.234 3.871 -1.847  0.00
H24 -2.213 3.703 -0.468  0.00
C30 1.913 -6.246 -0.578  0.00
Si1 0.453 -5.527 0.429  0.00
C31 -1.118 -5.850 -0.567  0.00
C32 0.454 -6.323 2.187  0.00
C33 0.822 -3.684 0.705  0.00
C34 2.103 -3.219 0.464  0.01
C35 2.443 -1.920 0.603  0.00
C36 1.502 -1.013 0.986  0.01
N2 0.247 -1.458 1.227  -0.02
C37 -0.090 -2.741 1.198  -0.02
S1 -1.702 -3.155 1.801  0.03
H25 1.589 -7.166 -1.055  0.00
H26 2.830 -6.495 -0.085  0.00
H27 2.143 -5.631 -1.459  0.00
H28 -1.743 -6.683 -0.214  0.00
H29 -0.839 -6.116 -1.559  0.00
H30 -1.791 -4.998 -0.579  0.00
H31 0.572 -7.382 2.183  0.00
H32 -0.428 -6.098 2.751  0.00
H33 1.295 -5.957 2.769  0.00
H34 2.916 -3.946 0.215  0.00
H35 3.412 -1.549 0.336  0.00
H36 1.587 0.057 1.183  0.03
S2 -5.575 -1.128 0.245  0.01
As1 -5.091 0.403 1.435  0.01
S3 -2.305 -1.340 2.706  -0.06
S4 -3.368 1.603 1.122  -0.01
S5 -6.160 0.940 3.121  0.00
F1 -3.564 -2.320 -5.476  0.00
C38 -2.457 -2.924 -4.952  -0.01
C39 -2.002 -4.029 -5.633  0.00
F2 -2.634 -4.357 -6.764  0.00
C40 -0.925 -4.863 -5.257  0.00
C41 -0.425 -4.404 -4.025  0.00
C42 -0.898 -3.286 -3.333  0.00
F3 -0.286 -3.008 -2.179  0.00
C43 -1.983 -2.479 -3.708  0.00
C44 -2.500 -1.366 -2.875  0.00
C45 -1.967 -0.961 -1.691  0.12
N3 -1.711 -0.533 -0.636  -0.13
C46 -3.608 -0.571 -3.240  0.02
N4 -4.385 0.161 -3.642  0.00
F4 0.556 -5.020 -3.369  0.00
C47 -0.528 -6.018 -6.005  0.00
C48 -1.430 -6.558 -6.948  0.00
N5 -2.231 -7.061 -7.610  0.00
C49 0.703 -6.636 -5.767  0.00
N6 1.719 -7.178 -5.612  0.00

**Kohn-Sham gap (alpha / beta)**: 5.293 / 5.301 eV
**E_HOMO (alpha / beta)**: -2.3 / -2.3 eV
**Energy**: -8495.7424 a.u.
**2S+1**: 3
**Charge**: -2

[2]
Molecular formula: C49H36CaF3N7O3S2
Method: DFT, ωB97M-V/def2-TZVPD

Last column: Löwdin charge in e.
CARTESIAN COORDINATES (ANGSTROEM)
Ca1 0.633 0.737 -0.920  1.28
C1 5.214 0.807 -1.637  -0.09
O1 5.022 1.017 -0.254  -0.12
C2 4.298 2.156 0.090  -0.21
C3 4.875 2.990 1.016  -0.04
C4 4.211 4.136 1.455  -0.14
C5 2.960 4.412 0.955  -0.08
C6 2.323 3.569 0.034  -0.15
C7 0.965 3.840 -0.335  -0.12
N1 0.217 3.000 -0.949  -0.10
N2 -1.096 3.340 -1.104  0.06
C8 -1.854 2.323 -1.416  -0.52
O2 -1.486 1.114 -1.570  -0.35
C9 -3.312 2.629 -1.506  -0.14
C10 -3.899 3.511 -0.603  -0.04
C11 -5.261 3.750 -0.635  -0.11
C12 -6.053 3.120 -1.582  -0.12
C13 -5.475 2.253 -2.495  -0.10
C14 -4.115 2.000 -2.452  -0.02
C15 2.985 2.388 -0.452  -0.34
O3 2.476 1.608 -1.308  -0.23
H1 4.871 -0.197 -1.898  0.07
H2 6.289 0.900 -1.862  0.08
H3 4.662 1.534 -2.232  0.09
H4 5.851 2.725 1.405  0.10
H5 4.679 4.786 2.182  0.08
H6 2.431 5.291 1.309  0.09
H7 0.542 4.801 0.003  0.12
H8 -3.268 3.998 0.125  0.10
H9 -5.716 4.427 0.077  0.09
H10 -7.121 3.313 -1.614  0.09
H11 -6.092 1.773 -3.244  0.10
H12 -3.658 1.321 -3.156  0.12
F1 0.529 -2.222 -7.628  0.07
C16 0.910 -1.201 -6.794  -0.60
F2 0.291 -0.134 -7.289  0.08
F3 2.232 -1.030 -7.096  0.09
C17 0.689 -1.547 -5.363  -0.16
C18 0.936 -2.863 -5.010  -0.05
C19 0.794 -3.260 -3.689  -0.09
C20 0.443 -2.281 -2.763  -0.22
N3 0.240 -1.023 -3.066  -0.01
C21 0.327 -0.597 -4.347  -0.79
S1 -0.038 1.003 -4.668  0.59
H13 1.235 -3.579 -5.770  0.11
H14 0.985 -4.281 -3.390  0.08
H15 0.325 -2.529 -1.715  0.09
N4 5.362 -3.430 7.534  0.13
C22 4.831 -2.905 6.655  -0.22
C23 4.175 -2.291 5.577  -0.25
C24 4.900 -1.598 4.596  -0.02
C25 4.243 -1.042 3.520  -0.01
C26 2.856 -1.160 3.387  -0.17
C27 2.137 -1.822 4.384  -0.01
C28 2.781 -2.388 5.464  -0.02
C29 2.193 -0.635 2.173  -0.04
C30 2.576 -1.255 0.982  -0.25
C31 3.521 -2.333 0.886  -0.04
C32 3.720 -2.558 -0.448  -0.08
C33 2.876 -1.633 -1.119  -0.19
N5 2.185 -0.896 -0.283  -0.01
C34 1.314 0.437 2.352  -0.26
C35 1.003 1.036 3.611  -0.04
C36 0.090 2.026 3.352  -0.09
C37 -0.105 2.010 1.952  -0.19
N6 0.617 1.080 1.362  -0.02
H16 5.976 -1.527 4.683  0.12
H17 4.792 -0.518 2.751  0.13
H18 1.064 -1.906 4.289  0.13
H19 2.223 -2.923 6.221  0.11
H20 3.971 -2.862 1.710  0.09
H21 4.383 -3.278 -0.899  0.08
H22 2.792 -1.510 -2.184  0.11
H23 1.423 0.757 4.560  0.09
H24 -0.387 2.688 4.054  0.08
H25 -0.749 2.665 1.392  0.09
N7 -0.972 -1.029 -0.016  -0.35
S2 -2.238 -0.147 0.111  1.02
C38 -3.074 -0.902 1.597  -0.34
C39 -3.272 -0.057 2.678  -0.09
C40 -3.713 -0.561 3.889  -0.09
C41 -3.955 -1.919 4.026  -0.11
C42 -3.747 -2.769 2.951  -0.10
C43 -3.311 -2.260 1.741  -0.09
C44 -3.506 -0.840 -1.029  -0.34
C45 -4.864 -0.746 -0.779  -0.09
C46 -5.761 -1.324 -1.663  -0.10
C47 -5.301 -1.985 -2.792  -0.11
C48 -3.941 -2.059 -3.047  -0.07
C49 -3.043 -1.480 -2.166  -0.06
H26 -1.167 -2.023 0.045  0.01
H27 -3.059 0.995 2.563  0.10
H28 -3.863 0.103 4.732  0.10
H29 -4.295 -2.320 4.973  0.09
H30 -3.921 -3.832 3.060  0.10
H31 -3.145 -2.922 0.902  0.11
H32 -5.219 -0.226 0.100  0.12
H33 -6.825 -1.262 -1.476  0.10
H34 -6.006 -2.438 -3.477  0.09
H35 -3.584 -2.565 -3.935  0.10
H36 -1.979 -1.484 -2.346  0.08

**Kohn-Sham gap**: 5.764 eV
**E_HOMO**: -2.0 eV
**Energy**: -4271.5733 a.u.
**Charge**: -2

[3]
Molecular formula: C49H38N2O9
Method: DFT, ωB97M-V/def2-TZVPD

Last column: Löwdin charge in e.
CARTESIAN COORDINATES (ANGSTROEM)
O1 -0.006 3.372 4.132  0.07
C1 0.339 2.424 3.446  -0.27
C2 -0.333 1.112 3.585  -0.09
C3 -1.382 0.967 4.495  0.00
C4 -2.044 -0.251 4.604  -0.05
C5 -1.663 -1.327 3.805  -0.05
C6 -0.607 -1.191 2.911  0.01
C7 0.065 0.027 2.803  -0.08
C8 1.199 0.156 1.861  -0.28
O2 1.581 -0.807 1.218  0.09
C9 1.857 1.473 1.707  -0.08
C10 2.904 1.617 0.796  0.00
C11 3.507 2.857 0.619  -0.05
C12 3.066 3.958 1.351  -0.05
C13 2.032 3.815 2.271  0.01
C14 1.428 2.570 2.455  -0.08
H1 -1.687 1.804 5.116  0.12
H2 -2.862 -0.360 5.308  0.11
H3 -2.189 -2.273 3.882  0.11
H4 -0.312 -2.036 2.295  0.11
H5 3.249 0.764 0.219  0.12
H6 4.318 2.968 -0.094  0.11
H7 3.531 4.928 1.205  0.11
H8 1.696 4.676 2.840  0.12
O3 -0.517 -4.855 1.468  0.10
C15 -0.173 -5.803 0.782  -0.28
C16 -0.844 -7.115 0.922  -0.08
C17 -1.893 -7.260 1.832  0.00
C18 -2.555 -8.478 1.941  -0.06
C19 -2.174 -9.554 1.142  -0.06
C20 -1.118 -9.418 0.248  0.00
C21 -0.447 -8.200 0.140  -0.08
C22 0.688 -8.070 -0.802  -0.28
O4 1.070 -9.033 -1.446  0.10
C23 1.346 -6.754 -0.957  -0.08
C24 2.393 -6.610 -1.868  0.00
C25 2.995 -5.369 -2.045  -0.06
C26 2.554 -4.268 -1.313  -0.05
C27 1.521 -4.411 -0.393  0.01
C28 0.917 -5.657 -0.209  -0.08
H9 -2.198 -6.424 2.452  0.12
H10 -3.373 -8.587 2.645  0.11
H11 -2.699 -10.501 1.219  0.11
H12 -0.822 -10.262 -0.368  0.12
H13 2.737 -7.462 -2.445  0.12
H14 3.806 -5.258 -2.757  0.11
H15 3.018 -3.298 -1.458  0.10
H16 1.185 -3.549 0.176  0.11
O5 -7.517 6.178 2.641  0.10
C29 -6.805 5.285 2.214  -0.28
C30 -5.421 5.123 2.715  -0.09
C31 -4.938 5.987 3.699  0.00
C32 -3.653 5.817 4.203  -0.05
C33 -2.847 4.783 3.729  -0.05
C34 -3.319 3.932 2.737  0.01
C35 -4.605 4.103 2.223  -0.08
C36 -5.092 3.202 1.154  -0.28
O6 -4.360 2.346 0.686  0.10
C37 -6.482 3.352 0.667  -0.08
C38 -6.964 2.485 -0.315  0.00
C39 -8.279 2.596 -0.755  -0.06
C40 -9.115 3.571 -0.216  -0.06
C41 -8.633 4.445 0.753  0.00
C42 -7.313 4.341 1.193  -0.08
H17 -5.563 6.790 4.076  0.12
H18 -3.280 6.487 4.972  0.11
H19 -1.849 4.643 4.132  0.09
H20 -2.685 3.132 2.368  0.12
H21 -6.319 1.721 -0.735  0.12
H22 -8.653 1.919 -1.516  0.11
H23 -10.144 3.651 -0.553  0.11
H24 -9.290 5.205 1.166  0.12
C43 7.467 -0.124 -3.977  -0.11
C44 6.801 1.131 -3.218  -0.24
N1 5.318 0.915 -3.182  0.00
C45 4.568 1.840 -4.070  -0.45
N2 3.371 0.996 -4.462  -0.04
C46 2.500 0.693 -3.283  -0.24
C47 0.943 0.904 -3.735  -0.10
C48 5.171 2.213 -5.524  -0.03
O7 5.363 3.657 -5.300  -0.03
C49 5.206 4.068 -3.934  -0.37
O8 5.783 4.993 -3.342  0.13
O9 4.245 3.106 -3.422  0.07
H25 8.526 0.101 -4.335  0.08
H26 7.468 -1.011 -3.235  0.09
H27 6.764 -0.441 -4.842  0.07
H28 7.163 1.066 -2.118  0.12
H29 7.130 2.153 -3.601  0.12
H30 5.166 -0.073 -3.420  0.10
H31 3.670 0.143 -4.949  0.12
H32 2.627 -0.428 -3.012  0.11
H33 2.759 1.284 -2.343  0.10
H34 0.383 -0.105 -3.748  0.07
H35 0.447 1.638 -3.010  0.07
H36 0.914 1.286 -4.826  0.07
H37 4.208 2.237 -6.162  0.15
H38 6.058 1.615 -5.921  0.14

**Kohn-Sham gap**: 8.144 eV
**E_HOMO**: -9.2 eV
**Energy**: -2676.6843 a.u.